No. 1
Density functional theory data (wB97M-V/def2-TZVPD) for a structure of composition C46H47BrN6O6PSSn in a non-equilibrium geometry.

Structure (XYZ):
```
109
Properties=species:S:1:pos:R:3
Sn -0.36 -0.20 -0.04
O -0.88 3.87 -6.14
C -0.82 3.13 -4.96
C -1.93 2.41 -4.48
C -1.86 1.80 -3.25
N -0.78 2.25 -2.40
C 0.45 2.24 -3.14
C 0.41 2.87 -4.37
C 1.51 1.40 -2.57
O 2.58 1.23 -3.17
O 1.22 0.82 -1.44
C -2.60 0.61 -2.75
O -3.56 0.17 -3.38
O -2.11 0.09 -1.66
H -1.79 3.84 -6.46
H -2.80 2.23 -5.11
H 1.33 3.04 -4.91
C 4.13 2.45 2.00
C 3.02 2.01 1.05
C 2.38 3.23 0.38
P 1.66 0.94 1.74
C 2.65 -0.22 2.86
C 2.92 0.18 4.30
C 2.04 -1.63 2.85
C 0.62 2.12 2.66
C 1.02 2.75 3.84
C 0.26 3.72 4.47
C 0.69 4.38 5.76
C -0.93 4.11 3.85
C -1.34 3.53 2.67
C -0.61 2.50 2.03
N -1.02 1.96 0.84
C -2.28 2.40 0.33
C -3.50 1.99 0.89
C -3.53 1.08 2.08
C -4.70 2.34 0.29
C -4.76 3.10 -0.87
C -6.06 3.39 -1.56
C -3.56 3.53 -1.41
C -2.34 3.20 -0.83
C -1.09 3.50 -1.61
H 4.85 3.06 1.44
H 4.67 1.61 2.42
H 3.73 3.06 2.81
H 3.46 1.40 0.25
H 1.93 3.89 1.13
H 1.60 2.90 -0.30
H 3.12 3.79 -0.18
H 3.60 -0.29 2.31
H 1.99 0.28 4.85
H 3.48 1.12 4.38
H 3.52 -0.60 4.78
H 1.24 -1.70 3.59
H 2.80 -2.37 3.11
H 1.63 -1.89 1.88
H 1.96 2.48 4.29
H 1.56 3.88 6.19
H -0.12 4.35 6.49
H 0.95 5.43 5.60
H -1.53 4.89 4.30
H -2.25 3.89 2.20
H -3.22 0.07 1.78
H -4.54 1.02 2.50
H -2.85 1.41 2.86
H -5.63 1.97 0.73
H -6.90 3.28 -0.88
H -6.19 2.69 -2.39
H -6.07 4.40 -1.98
H -3.56 4.11 -2.32
H -1.23 4.32 -2.31
H -0.69 1.52 -1.69
H -0.23 3.69 -0.97
N -2.61 -3.60 3.46
C -3.00 -3.07 4.70
C -3.87 -3.78 5.50
C -4.24 -3.29 6.76
C -3.74 -2.08 7.20
C -2.88 -1.36 6.38
C -2.50 -1.85 5.15
S -1.39 -0.92 4.12
N -1.36 -1.76 2.67
C -1.90 -2.90 2.50
C -1.76 -3.60 1.19
C -1.82 -4.99 1.15
C -1.73 -5.63 -0.08
C -1.62 -4.87 -1.23
C -1.56 -3.49 -1.09
N -1.60 -2.87 0.08
H -3.13 -4.39 3.14
H -4.29 -4.72 5.15
H -4.92 -3.86 7.37
H -4.02 -1.70 8.17
H -2.49 -0.40 6.70
H -1.88 -5.58 2.05
H -1.74 -6.72 -0.13
H -1.57 -5.34 -2.20
H -1.45 -2.84 -1.95
O 3.31 -1.57 -5.81
C 2.40 -1.62 -4.81
C 1.06 -1.29 -5.00
C 0.20 -1.41 -3.93
N 0.58 -1.83 -2.73
C 1.86 -2.11 -2.57
Br 2.36 -2.70 -0.85
C 2.82 -2.05 -3.56
H 2.94 -1.10 -6.56
H 0.70 -0.93 -5.95
H -0.85 -1.15 -4.02
H 3.85 -2.29 -3.37
```

Results
HOMO	-0.12264	Ha
E	-165691.3821	eV
net charge	-1
LUMO energy	0.0701	hartree
energy above the lowest of the compared OMol25 structures with the same formula, charge and spin	83.4	kcal/mol



No. 2
Density functional theory data (wB97M-V/def2-TZVPD) for a structure of composition C46H47ClN11O4PbSSe.

Structure (XYZ):
```
112
Properties=species:S:1:pos:R:3
Pb 0.50 -0.39 0.04
N 4.57 0.04 -2.69
C 3.67 -0.40 -1.80
N 3.09 0.32 -0.90
C 3.39 1.68 -0.85
N 2.82 2.48 -0.02
N 1.91 1.82 0.79
C 1.75 2.30 1.95
C 0.70 1.74 2.84
C 0.33 2.45 3.97
C -0.69 1.95 4.77
C -1.30 0.76 4.41
C -0.87 0.12 3.26
N 0.11 0.59 2.49
C 4.37 2.24 -1.79
C 4.75 3.58 -1.78
C 5.69 4.05 -2.67
C 6.26 3.18 -3.60
C 5.91 1.85 -3.63
C 4.96 1.38 -2.72
H 4.97 -0.60 -3.35
H 3.44 -1.46 -1.86
H 2.34 3.14 2.31
H 0.83 3.38 4.22
H -1.00 2.49 5.66
H -2.11 0.34 5.00
H -1.31 -0.82 2.94
H 4.30 4.24 -1.04
H 5.98 5.09 -2.66
H 7.00 3.55 -4.30
H 6.35 1.17 -4.34
O -5.79 -1.11 -0.47
C -5.57 0.18 -0.57
O -6.42 0.95 -0.94
C -4.18 0.67 -0.28
C -3.81 2.00 -0.32
Cl -4.71 3.40 -0.62
N -2.47 2.07 -0.11
N -1.95 0.85 0.04
C -2.96 -0.01 -0.02
C -2.65 -1.47 0.24
O -3.59 -2.28 0.24
O -1.43 -1.77 0.45
C -1.63 3.23 -0.05
C -0.56 3.34 -0.92
C 0.26 4.45 -0.84
C 0.01 5.44 0.10
C -1.06 5.31 0.97
C -1.89 4.20 0.91
H -4.96 -1.61 -0.16
H -0.37 2.55 -1.65
H 1.11 4.53 -1.52
H 0.65 6.31 0.15
H -1.25 6.08 1.71
H -2.72 4.09 1.59
C 4.93 -4.42 2.77
C 4.06 -5.63 2.40
C 2.82 -5.77 3.28
C 1.75 -4.71 3.01
N 1.05 -4.94 1.74
C 1.17 -4.23 0.60
Se 2.31 -2.78 0.34
N 0.34 -4.76 -0.32
C 0.09 -4.28 -1.68
C 0.72 -5.17 -2.74
C 2.23 -5.04 -2.85
C 2.65 -3.73 -3.51
C -0.34 -5.84 0.25
C -1.29 -6.70 -0.28
C -1.78 -7.68 0.57
C -1.32 -7.80 1.89
C -0.37 -6.94 2.40
C 0.11 -5.96 1.55
H 5.85 -4.41 2.18
H 5.20 -4.45 3.82
H 4.41 -3.48 2.57
H 4.66 -6.54 2.50
H 3.77 -5.57 1.35
H 3.10 -5.70 4.33
H 2.38 -6.76 3.14
H 2.18 -3.71 2.95
H 0.99 -4.70 3.80
H 0.46 -3.26 -1.74
H -0.99 -4.23 -1.79
H 0.26 -4.92 -3.70
H 0.45 -6.21 -2.54
H 2.62 -5.87 -3.44
H 2.68 -5.12 -1.86
H 2.24 -3.64 -4.52
H 3.74 -3.66 -3.59
H 2.31 -2.86 -2.93
H -1.66 -6.60 -1.29
H -2.52 -8.38 0.20
H -1.73 -8.58 2.51
H -0.04 -7.02 3.43
C -4.55 1.50 -3.40
C -3.63 0.34 -3.24
C -4.02 -0.96 -3.09
C -3.02 -1.93 -2.96
N -1.72 -1.64 -2.95
C -1.33 -0.37 -3.07
S 0.28 0.16 -3.00
N -2.30 0.59 -3.24
C -3.39 -3.38 -2.81
H -5.53 1.28 -2.98
H -4.67 1.73 -4.47
H -4.16 2.39 -2.91
H -5.07 -1.21 -3.06
H -1.97 1.54 -3.34
H -4.45 -3.54 -2.98
H -3.14 -3.69 -1.79
H -2.80 -3.97 -3.51
```

Results
HOMO	-0.35826	Ha
E	-166997.9588	eV
net charge	+1
LUMO energy	-0.1000	hartree
energy above the lowest of the compared OMol25 structures with the same formula, charge and spin	0.0	kcal/mol



No. 3
Density functional theory data (wB97M-V/def2-TZVPD) for a structure of composition C46H47GaN7O2P in a non-equilibrium geometry.

Structure (XYZ):
```
104
Properties=species:S:1:pos:R:3
Ga -1.38 -0.68 -1.21
O -3.17 0.63 2.08
C -2.42 0.37 1.16
N -2.81 0.06 -0.12
C -4.05 -0.67 -0.21
C -3.72 -2.14 -0.32
C -4.58 -3.15 0.07
C -4.18 -4.47 -0.06
C -2.93 -4.76 -0.58
C -2.12 -3.71 -0.96
N -2.51 -2.44 -0.82
C -0.93 0.16 1.39
C -0.44 0.24 2.64
C 0.83 -0.43 3.03
C 2.70 -0.46 1.91
C 2.26 0.15 0.55
N -0.28 -0.40 0.32
H -4.63 -0.36 -1.09
H -4.67 -0.48 0.67
H -5.55 -2.90 0.47
H -4.84 -5.27 0.25
H -2.59 -5.78 -0.70
H -1.14 -3.86 -1.38
H -1.08 0.65 3.40
H 0.69 -0.95 3.98
H 3.71 -0.86 1.96
H 2.97 -0.03 -0.26
C 6.88 3.90 9.50
O 6.18 2.67 9.36
C 5.45 2.46 8.28
C 4.85 1.19 8.17
C 4.13 0.86 7.06
C 3.94 1.79 6.03
C 4.47 3.08 6.17
C 5.22 3.41 7.28
C 3.25 1.48 4.82
N 2.91 2.44 3.90
C 2.32 1.82 2.91
C 2.21 0.37 3.12
N 2.90 0.26 4.38
C 1.44 -1.35 1.94
C 1.51 -2.81 2.16
C 1.58 -3.64 1.12
C 1.43 -3.11 -0.24
N 1.17 -1.91 -0.55
C 1.04 -0.90 0.50
C 1.86 1.61 0.53
N 1.46 2.11 -0.63
C 1.23 3.42 -0.72
C 1.33 4.30 0.35
C 1.67 3.79 1.58
C 1.92 2.42 1.68
H 7.45 3.82 10.42
H 6.20 4.75 9.58
H 7.57 4.06 8.66
H 5.00 0.49 8.98
H 3.68 -0.13 7.00
H 4.30 3.81 5.39
H 5.63 4.41 7.36
H 3.06 -0.59 4.89
H 1.55 -3.17 3.18
H 1.67 -4.71 1.24
H 1.48 -3.82 -1.06
H 0.94 3.79 -1.69
H 1.15 5.36 0.21
H 1.73 4.40 2.47
C -1.56 2.39 -3.21
C -2.51 1.37 -3.84
C -3.81 1.35 -3.03
C -2.82 1.72 -5.29
P -1.72 -0.34 -3.66
C -2.94 -1.45 -4.43
C -3.03 -1.54 -5.82
C -4.04 -2.29 -6.40
C -4.96 -2.95 -5.61
C -4.87 -2.87 -4.23
C -3.87 -2.12 -3.64
C -0.06 -0.59 -4.52
C 0.15 0.29 -5.75
C 0.03 -2.07 -4.90
C 1.02 -0.28 -3.49
H -2.06 3.36 -3.16
H -0.65 2.51 -3.80
H -1.31 2.09 -2.19
H -4.36 2.27 -3.23
H -3.61 1.31 -1.96
H -4.46 0.52 -3.31
H -3.24 2.73 -5.31
H -3.57 1.05 -5.71
H -1.94 1.73 -5.93
H -2.32 -1.03 -6.46
H -4.11 -2.35 -7.48
H -5.75 -3.54 -6.07
H -5.59 -3.39 -3.61
H -3.81 -2.04 -2.57
H -0.59 0.12 -6.53
H 1.13 0.05 -6.18
H 0.16 1.35 -5.49
H -0.63 -2.33 -5.73
H -0.22 -2.72 -4.06
H 1.05 -2.29 -5.21
H 0.85 0.66 -2.97
H 1.99 -0.21 -3.98
H 1.09 -1.08 -2.75
```

Results
HOMO	-0.44937	Ha
E	-124643.6316	eV
net charge	+2
LUMO energy	-0.2117	hartree
energy above the lowest of the compared OMol25 structures with the same formula, charge and spin	62.2	kcal/mol



No. 4
Density functional theory data (wB97M-V/def2-TZVPD) for a structure of composition C46H47N7O4P2STi in a non-equilibrium geometry.

Structure (XYZ):
```
108
Properties=species:S:1:pos:R:3
Ti -2.06 0.91 -0.58
C -4.83 -0.41 -0.85
N -3.49 -0.83 -0.39
C -3.67 -1.68 0.84
C -2.42 -1.65 1.63
N -1.44 -0.80 1.40
C -0.59 -0.85 2.53
C 0.48 -0.05 2.91
C 0.82 -0.07 4.29
C 0.15 -0.94 5.18
C -0.75 -1.90 4.75
C -1.12 -1.81 3.42
N -2.26 -2.36 2.77
C -4.96 1.06 -0.83
N -3.99 1.95 -0.52
C -4.60 3.25 -0.66
C -4.03 4.51 -0.55
C -4.90 5.57 -0.93
C -6.23 5.36 -1.29
C -6.78 4.10 -1.42
C -5.93 3.06 -1.06
N -6.16 1.66 -1.05
H -4.98 -0.77 -1.88
H -5.66 -0.80 -0.26
H -3.11 -1.52 -1.09
H -4.59 -1.34 1.36
H -3.83 -2.72 0.51
H 0.96 0.66 2.21
H 1.53 0.61 4.75
H 0.35 -0.77 6.23
H -1.09 -2.65 5.43
H -2.83 -3.14 3.05
H -3.00 4.66 -0.23
H -4.52 6.59 -0.96
H -6.81 6.25 -1.54
H -7.82 3.88 -1.69
H -6.99 1.20 -1.32
C 3.11 -2.32 -2.40
N 2.29 -1.89 -1.31
P 2.13 -0.17 -0.80
C 2.98 0.71 -2.12
C 2.22 1.79 -2.61
C 2.77 2.63 -3.55
C 4.12 2.49 -3.91
C 4.91 1.48 -3.32
C 4.30 0.60 -2.43
C 3.28 -0.14 0.53
C 4.08 -1.23 0.87
C 4.95 -1.07 1.96
C 5.10 0.19 2.57
C 4.31 1.28 2.15
C 3.37 1.11 1.16
P 1.12 -2.87 -0.48
C 2.11 -4.27 0.19
C 2.56 -5.37 -0.55
C 3.17 -6.43 0.11
C 3.37 -6.47 1.51
C 3.05 -5.30 2.20
C 2.48 -4.20 1.52
C 0.19 -3.50 -1.91
C -0.15 -4.85 -1.89
C -0.53 -5.47 -3.08
C -0.80 -4.67 -4.23
C -0.52 -3.30 -4.20
C 0.00 -2.69 -3.04
H 4.16 -2.36 -2.07
H 3.03 -1.59 -3.24
H 2.75 -3.30 -2.74
H 1.21 1.98 -2.21
H 2.14 3.42 -4.02
H 4.62 3.21 -4.56
H 5.98 1.39 -3.53
H 4.99 -0.04 -1.85
H 4.03 -2.19 0.38
H 5.53 -1.91 2.26
H 5.75 0.28 3.43
H 4.45 2.27 2.58
H 2.71 1.95 0.86
H 2.38 -5.45 -1.61
H 3.51 -7.24 -0.54
H 3.76 -7.39 2.03
H 3.21 -5.16 3.27
H 2.27 -3.35 2.10
H -0.04 -5.42 -0.95
H -0.69 -6.55 -3.06
H -1.23 -5.10 -5.10
H -0.63 -2.65 -5.09
H 0.19 -1.64 -3.03
O -2.81 1.73 -3.52
S -1.50 1.52 -2.98
O -0.39 1.47 -3.89
O -1.25 2.35 -1.69
O -1.56 0.08 -2.17
C -0.50 4.02 3.70
C -0.40 4.24 2.19
C -1.31 5.40 1.75
C 1.04 4.42 1.66
C -0.96 2.97 1.58
N -1.29 2.01 0.98
H -0.06 4.84 4.28
H -0.04 3.07 4.04
H -1.56 3.90 4.05
H -0.99 6.36 2.17
H -2.33 5.24 2.10
H -1.37 5.54 0.67
H 1.45 5.39 2.03
H 1.14 4.40 0.57
H 1.73 3.59 2.03
```

Results
⟨S²⟩	2.009
HOMO (alpha / beta)	-0.16707 / -0.26752	Ha
E	-119615.1166	eV
LUMO energy (alpha / beta)	0.0004 / -0.0010	hartree
energy above the lowest of the compared OMol25 structures with the same formula, charge and spin	0.0	kcal/mol
multiplicity	3



Question: Among the records above, which one has the highest E?
Answer: C46H47N7O4P2STi